{"formula": "C25H59FN7O7P2S", "method": "ωB97M-V/def2-TZVPD", "elements": ["S", "P", "P", "F", "O", "O", "O", "O", "O", "O", "O", "N", "N", "N", "N", "N", "N", "N", "C", "C", "C", "C", "C", "C", "C", "C", "C", "C", "C", "C", "C", "C", "C", "C", "C", "C", "C", "C", "C", "C", "C", "C", "C", "H", "H", "H", "H", "H", "H", "H", "H", "H", "H", "H", "H", "H", "H", "H", "H", "H", "H", "H", "H", "H", "H", "H", "H", "H", "H", "H", "H", "H", "H", "H", "H", "H", "H", "H", "H", "H", "H", "H", "H", "H", "H", "H", "H", "H", "H", "H", "H", "H", "H", "H", "H", "H", "H", "H", "H", "H", "H", "H"], "coordinates": [[0.37566, 4.04582, -2.70372], [3.74250, -3.05048, 1.77363], [-4.65084, 0.61942, 2.01823], [0.37775, 4.18207, -1.14339], [-0.81973, 4.64510, -3.20377], [3.00738, -0.28395, -4.88568], [0.28913, -1.68161, -2.38135], [3.76323, -3.42750, 0.33405], [-0.15484, -0.78289, -0.41782], [-4.36413, 0.36898, 0.57821], [1.60143, 4.57770, -3.20220], [2.14090, -2.51169, 2.01009], [-3.70685, 2.02931, 2.30006], [-6.31483, 1.00094, 2.02682], [4.09753, -3.45622, 3.41131], [-4.51827, 0.10072, 3.65596], [4.83276, -1.72094, 1.77573], [2.06938, 0.21024, -4.15677], [1.55858, 1.21691, -6.40160], [4.45031, -0.41947, 2.28951], [-0.51559, -1.02252, -1.53658], [-4.27746, 3.24845, 2.84071], [-5.02684, -1.28533, 3.81521], [-1.86683, -0.62846, -2.03093], [1.66148, -1.75870, 3.15208], [-0.98937, 1.82332, -2.12445], [0.28683, 2.04666, -4.44412], [5.66810, -1.57735, 0.58772], [5.52871, -3.52220, 3.77882], [3.50797, -4.77087, 3.76983], [-1.94411, 0.77639, -2.70450], [0.29295, 2.24879, -2.91885], [2.65268, 1.14631, -3.15222], [-3.16132, 0.12151, 4.24520], [1.10464, -3.41882, 1.53236], [-2.71979, 2.32913, 1.27376], [-7.02674, 1.60773, 3.13559], [0.02115, -0.34839, -5.34938], [0.99036, 0.79854, -5.03225], [3.58306, 0.30958, -2.25646], [3.52833, 2.24389, -3.76543], [-7.17940, 0.05421, 1.32711], [1.56495, 1.68299, -2.21257], [-3.49066, 3.99311, 2.97588], [-4.99083, -1.57594, 4.86388], [-7.45323, -0.80600, 1.95392], [4.44869, 1.80629, -4.14593], [0.85535, -4.21027, 2.25413], [-6.53120, 2.49421, 3.51355], [3.68984, -4.98501, 4.82186], [0.77736, 1.82140, -6.87441], [-3.20154, -0.34443, 5.23085], [-0.67163, 1.52016, -1.12736], [-2.29924, -1.38312, -2.68858], [4.43099, -0.07197, -2.81867], [5.30306, 0.26073, 2.23825], [-1.89581, 0.65630, -3.78314], [-8.00712, 1.93718, 2.78511], [-2.81177, 1.13769, 4.39000], [1.29891, 0.92599, -1.47953], [0.19139, -2.86094, 1.31509], [2.05904, 2.48559, -1.66362], [6.04387, -2.54088, 0.25521], [5.13389, -1.11294, -0.24955], [1.71803, 0.36500, -7.05406], [3.04623, -0.47984, -1.73196], [3.99168, 0.98948, -1.50280], [3.02572, 2.87319, -4.49359], [-2.22447, 1.41922, 0.94211], [6.10503, -4.17306, 3.11580], [-2.51761, -0.59027, -1.15661], [0.66904, -1.36647, 2.91873], [-1.58562, 2.72130, -1.96130], [-6.69198, -0.32233, 0.43015], [-8.10176, 0.54787, 1.01522], [-5.04649, 3.68129, 2.18836], [-0.46739, -0.73844, -4.46273], [-2.42935, -0.41777, 3.63743], [3.81652, 2.90792, -2.94879], [2.27939, -0.89602, 3.37212], [-0.72916, 2.07130, -4.83723], [-3.16947, 2.81325, 0.39707], [0.89755, -2.20626, -1.83489], [-0.71517, -0.02907, -6.08906], [4.18667, -0.47340, 3.34739], [3.62177, 0.03061, 1.72704], [-7.19182, 0.92193, 3.97832], [5.98003, -2.53621, 3.77666], [6.53597, -0.95913, 0.83141], [-6.06922, -1.35077, 3.50134], [0.77803, 2.91387, -4.88876], [3.92163, -5.58844, 3.17225], [2.42661, -4.75822, 3.62863], [1.41609, -3.90132, 0.60715], [-4.69348, 3.08309, 3.83622], [-2.95783, 1.11701, -2.49402], [2.43374, 1.85593, -6.31807], [0.60863, -1.14998, -5.79734], [1.57369, -2.36030, 4.06848], [-1.94404, 2.98681, 1.67430], [5.61080, -3.90724, 4.79629], [-4.44812, -2.00910, 3.23386]], "forces_ev_per_angstrom": [[-0.3590, 0.4090, -1.9482], [-0.5903, 5.2311, 0.1477], [-1.0932, 5.0907, 0.4951], [0.0228, -0.0322, 0.1799], [-0.2061, -0.1150, 0.5711], [-0.3136, -0.9738, 0.3570], [-0.3915, -0.6620, -0.3998], [0.3980, -2.5779, 0.9257], [0.2476, 0.1483, 0.9357], [0.4923, -2.6161, 0.7904], [0.3135, -0.1931, 0.6733], [0.0084, -0.5486, -0.0066], [-0.0682, -0.0162, -0.1869], [0.0641, -0.5048, -0.0966], [0.6507, -2.2481, -1.1321], [1.0260, -2.0952, -1.1864], [-0.0609, 0.0283, -0.1905], [0.9799, 2.1163, -1.2520], [-0.5599, 0.4918, 0.0686], [0.0479, -0.0175, 0.4059], [-0.1604, -0.1722, 0.1703], [-0.0168, -0.0571, 0.4127], [-0.5412, 0.1487, 0.0678], [-0.5135, 0.3809, -0.3491], [0.0160, -0.0202, 0.4040], [-0.1259, 0.4537, -0.1278], [0.2894, 0.1070, 0.1228], [-0.0150, -0.0814, -0.1694], [0.1461, 0.2525, 0.1298], [-0.5097, 0.2064, 0.1385], [-0.1919, -0.5425, 0.2516], [0.0069, -0.4525, 1.1605], [0.2419, -0.8209, 1.2292], [0.1075, 0.2466, 0.1681], [-0.1504, -0.0654, -0.5137], [0.0849, -0.0897, -0.3336], [-0.0231, -0.0682, 0.4032], [0.1589, 0.0264, 0.1437], [-0.5548, -0.7071, -0.4741], [0.0758, 0.5349, 0.1322], [-0.1455, 0.1145, 0.3082], [0.0526, -0.0412, -0.4034], [0.1995, 0.3450, -0.8772], [0.0619, -0.0450, -0.1250], [0.0369, 0.0664, 0.0253], [-0.0865, 0.0642, 0.0066], [-0.1485, -0.0167, -0.3713], [-0.0240, 0.0926, 0.0523], [0.0864, -0.1138, 0.0146], [0.0465, 0.0639, 0.0133], [0.0172, -0.0086, -0.0566], [-0.1151, -0.1145, -0.0645], [-0.0155, -0.0366, 0.0018], [0.2445, -0.0106, -0.1519], [-0.1403, -0.2524, -0.0585], [0.0380, -0.0574, -0.1245], [0.2514, 0.2156, -0.0291], [0.0102, -0.0786, -0.1024], [-0.0553, 0.0551, -0.1798], [-0.1554, -0.0818, -0.1304], [0.0363, 0.0810, 0.0571], [-0.0766, -0.0850, 0.2086], [-0.0901, -0.0212, -0.0395], [0.0430, -0.0282, -0.0209], [0.3718, -0.0313, 0.1167], [0.0467, -0.1493, -0.1362], [-0.0229, -0.0717, 0.0851], [0.0738, -0.0902, -0.1530], [-0.0349, 0.0084, -0.0591], [0.0353, -0.0457, 0.0450], [0.2005, -0.0099, 0.1619], [-0.0054, -0.0795, -0.1099], [-0.0492, -0.0218, -0.1056], [0.0957, 0.0327, 0.0472], [0.0114, 0.0617, 0.0591], [-0.0098, 0.0322, 0.0455], [-0.0587, -0.0427, -0.0367], [0.0300, -0.0437, 0.0448], [-0.0068, 0.0440, -0.0215], [0.0762, -0.1181, 0.0134], [-0.0484, 0.0114, 0.1192], [0.0868, 0.0078, -0.0360], [0.3387, 0.3961, -0.1147], [-0.0743, 0.0564, 0.0882], [-0.0763, -0.0445, -0.0502], [-0.0033, 0.0328, 0.0466], [0.0184, -0.0175, -0.0335], [-0.0802, 0.0470, -0.1738], [-0.0705, 0.0627, 0.0922], [0.0287, 0.0652, -0.0649], [0.0625, -0.0140, 0.0146], [0.0609, -0.0355, 0.0692], [0.0221, 0.0582, -0.0759], [0.1096, 0.0023, 0.0417], [-0.0600, -0.0475, -0.0640], [-0.0099, 0.0419, -0.1118], [0.1688, -0.2043, -0.0375], [-0.0452, -0.0909, 0.0827], [0.0169, -0.0212, -0.0360], [-0.1272, 0.0597, 0.1352], [-0.1304, -0.1072, -0.0350], [0.0538, -0.0358, 0.0758]], "lowdin_charge": [0.665, 0.632, 0.639, -0.127, -0.243, -0.005, 0.110, -0.296, 0.092, -0.294, -0.243, -0.287, -0.324, -0.296, -0.279, -0.276, -0.323, -0.092, -0.033, -0.137, -0.548, -0.135, -0.122, -0.076, -0.124, -0.137, -0.081, -0.128, -0.121, -0.124, -0.129, -0.369, -0.471, -0.118, -0.141, -0.138, -0.129, -0.026, -0.442, -0.035, -0.014, -0.134, -0.075, 0.081, 0.081, 0.069, 0.092, 0.070, 0.045, 0.080, 0.094, 0.079, 0.103, 0.125, 0.085, 0.080, 0.088, 0.084, 0.071, 0.105, 0.068, 0.116, 0.072, 0.065, 0.084, 0.082, 0.092, 0.069, 0.061, 0.088, 0.107, 0.080, 0.097, 0.070, 0.081, 0.088, 0.053, 0.083, 0.092, 0.047, 0.131, 0.087, 0.134, 0.096, 0.068, 0.085, 0.082, 0.070, 0.081, 0.059, 0.107, 0.087, 0.059, 0.069, 0.068, 0.117, 0.082, 0.092, 0.081, 0.084, 0.079, 0.087], "spin_multiplicity": 2, "orbital_gap_ev": [8.983, 8.871]}